[1]
Density functional theory data (ωB97M-V with the def2-TZVPD basis set) for a cluster of 2 separate species, C5H9BN2O3 in total at a distorted geometry.

Lowest unoccupied orbital energy   -0.009 Eh
Gap between HOMO and LUMO   7.49 eV
Relative energy (zero: lowest compared OMol25 entry of this formula, charge and spin)   2.7519 eV
Structure (SMILES)   Cc1cnn(C)c1O.O=BO

Last column: natural (NBO) charge in e.
Cartesian coordinates (Å):
B: 3.1305 0.3640 -0.9336  1.315
C: -1.8067 -0.1148 -0.6457  -0.078
C: -0.9082 -0.8538 0.1397  -0.191
C: -0.0181 0.1558 0.5907  0.407
C: -0.6826 -2.2888 0.2142  -0.632
C: 0.0100 2.5520 0.3801  -0.427
N: -1.5720 1.1375 -0.6397  -0.258
N: -0.6258 1.3583 0.1387  -0.168
O: 0.9035 0.2775 1.5136  -0.680
O: 3.8811 -0.4599 -1.5634  -0.923
O: 2.4380 1.2299 -0.4242  -0.934
H: -2.7686 -0.5011 -0.8790  0.192
H: -0.1818 -2.7715 1.0780  0.226
H: -1.7885 -2.5616 0.3721  0.216
H: -0.3235 -2.6320 -0.7298  0.213
H: 0.9260 2.6744 -0.2173  0.228
H: -0.6304 3.3391 0.2186  0.223
H: 0.2619 2.4593 1.4323  0.198
H: 1.4047 1.0768 1.1962  0.515
H: 4.2490 -1.2603 -1.7909  0.559

---

[2]
Density functional theory data (ωB97M-V with the def2-TZVPD basis set) for a structure of composition C25H20F4N9O2S5SbSc at a distorted geometry.

Lowest unoccupied orbital energy (spin up / spin down)   -0.036 / -0.082 Eh
Gap between HOMO and LUMO (spin up / spin down)   6.42 / 5.47 eV
2S+1   2
<S²>   0.7947

Last column: Löwdin spin population.
Cartesian coordinates (Å):
Sc: -1.5097 -0.4447 0.9039  0.003
N: -1.9675 -2.6880 5.1273  0.000
C: -2.0078 -1.8657 4.0464  0.000
S: -2.7436 -2.4803 2.6346  0.000
N: -1.4379 -0.6921 4.2065  0.000
N: -1.3087 0.1264 3.1507  0.000
C: -0.8733 1.3154 3.4344  0.000
C: -0.6378 2.2943 2.4050  0.000
C: -0.1979 3.5823 2.7391  0.000
C: -0.0015 4.5132 1.7389  0.000
C: -0.2598 4.1384 0.4282  0.000
C: -0.6882 2.8432 0.1787  0.000
N: -0.8691 1.9266 1.1256  0.001
H: -2.5915 -3.4769 5.1128  0.000
H: -1.7765 -2.2626 6.0205  0.000
H: -0.6861 1.5833 4.4734  0.000
H: -0.0155 3.8342 3.7727  0.000
H: 0.3460 5.5094 1.9693  0.000
H: -0.1337 4.8336 -0.3874  0.000
H: -0.8986 2.5360 -0.8393  0.000
S: -2.8289 1.7352 -2.4675  0.000
Sb: -4.7863 0.8771 -1.1966  0.000
S: -3.8896 0.5820 0.9258  0.000
S: -3.0994 -0.3054 -2.5636  0.000
F: 2.8555 1.7390 -4.7969  -0.007
C: 3.1090 2.0460 -3.5156  -0.006
C: 4.1975 2.8351 -3.2331  0.061
F: 4.9482 3.2688 -4.2552  0.016
C: 4.5596 3.2007 -1.9089  0.026
C: 3.7076 2.6840 -0.9001  0.063
C: 2.6257 1.8944 -1.1868  -0.003
F: 1.8806 1.4414 -0.1453  -0.007
C: 2.2615 1.5362 -2.5043  0.086
C: 1.1174 0.7321 -2.7612  0.069
C: 0.3300 0.2712 -1.7378  0.025
N: -0.3645 -0.1380 -0.8970  0.047
C: 0.6677 0.3773 -4.0434  0.009
N: 0.2507 0.0505 -5.0623  0.033
F: 3.9535 2.9688 0.3915  0.015
C: 5.6784 4.0049 -1.6130  0.238
C: 6.0452 4.3721 -0.3123  0.030
N: 6.4075 4.7173 0.7242  0.133
C: 6.5452 4.5330 -2.5784  0.030
N: 7.3021 5.0045 -3.3052  0.134
C: 2.1935 -2.0352 2.8791  0.000
C: 0.8406 -2.3318 2.3007  0.000
N: 0.3189 -3.5322 2.5651  0.000
O: 0.2314 -1.5057 1.6099  0.001
H: 2.8522 -2.8953 2.7982  0.000
H: 2.0755 -1.7838 3.9328  0.000
H: 2.6245 -1.1782 2.3696  0.000
H: 0.7655 -4.1876 3.1854  0.000
H: -0.6579 -3.6853 2.3223  0.000
O: -1.9876 -2.1739 -0.2014  0.001
S: -2.1227 -3.6083 -0.6100  0.000
C: -1.8793 -3.6210 -2.4366  0.000
C: -3.1029 -4.2891 -3.0365  0.000
C: -4.2870 -3.7287 -2.2539  0.000
C: -3.9365 -3.8914 -0.7817  0.000
H: -0.9414 -4.1238 -2.6624  0.000
H: -1.8150 -2.5725 -2.7262  0.000
H: -3.0420 -5.3716 -2.9124  0.000
H: -3.1757 -4.0621 -4.1011  0.000
H: -5.2194 -4.2369 -2.4993  0.000
H: -4.4009 -2.6711 -2.5002  0.000
H: -4.1309 -4.8974 -0.4181  0.000
H: -4.4183 -3.1708 -0.1215  0.000